--- 1 ---
The following is a DFT calculation (ωB97M-V/def2-TZVPD) of a 14-piece molecular cluster, C60H83N16O overall.

Geometry as XYZ:
```
160
Properties=species:S:1:pos:R:3:lowdin_charge:R:1
C -5.88930 -3.78023 -3.01383 -0.092
C -4.47879 -4.32980 -2.73109 -0.247
C -4.19235 -4.52275 -1.24447 -0.171
C -4.21537 -3.23138 -0.44737 -0.152
O -2.88130 -2.66418 -0.46196 -0.093
N -2.88803 -1.30689 -0.65781 0.101
C -3.12234 -0.75031 -1.86046 -0.322
N -2.60413 -1.34230 -2.95850 0.123
C -3.31328 -0.92062 -4.18711 -0.141
C -3.13032 0.58306 -4.28503 -0.139
C -3.93755 1.18513 -3.12215 -0.127
N -3.87756 0.37254 -1.87482 0.136
H -6.58038 -4.03793 -2.21484 0.081
H -5.89193 -2.70743 -3.20244 0.048
H -6.27124 -4.24521 -3.91974 0.077
H -4.41484 -5.30543 -3.21036 0.110
H -3.71876 -3.71305 -3.21086 0.080
H -3.18691 -4.93063 -1.13850 0.119
H -4.91356 -5.22297 -0.83090 0.125
H -4.95873 -2.52186 -0.80879 0.119
H -4.46240 -3.45827 0.58999 0.115
H -2.60181 -0.71848 0.11522 0.129
H -1.59677 -1.21838 -3.01730 0.164
H -2.98020 -1.45693 -5.06795 0.114
H -4.37143 -1.10978 -4.01649 0.117
H -3.52662 0.98896 -5.21128 0.130
H -2.08381 0.85669 -4.15657 0.100
H -4.97275 1.31286 -3.42306 0.131
H -3.52582 2.16560 -2.89539 0.113
H -4.79085 0.11731 -1.51428 0.164
N -1.22835 -2.82477 3.71743 0.009
C -1.21674 -3.85798 4.61616 -0.131
C -2.11473 -4.79617 4.18534 -0.097
C -2.68815 -4.31332 2.97751 -0.098
C -2.12224 -3.09406 2.71561 -0.151
H -0.66420 -1.99804 3.78069 0.132
H -0.57301 -3.83844 5.47981 0.113
H -2.33510 -5.72743 4.67864 0.098
H -3.43060 -4.80992 2.37482 0.086
H -2.27348 -2.40416 1.90816 0.062
N -0.81145 -1.98621 -6.71511 -0.004
C -0.83239 -3.35205 -6.59091 -0.138
C -0.68117 -3.88236 -7.84285 -0.095
C -0.57146 -2.79686 -8.75573 -0.119
C -0.65628 -1.64038 -8.03195 -0.135
H -0.88944 -1.34090 -5.95406 0.117
H -0.94016 -3.81747 -5.62807 0.076
H -0.65130 -4.93219 -8.08109 0.097
H -0.44006 -2.86068 -9.82269 0.102
H -0.61272 -0.60893 -8.33658 0.111
N 1.32532 4.18647 -2.37399 0.028
C 0.39562 3.45558 -1.69728 -0.128
C -0.42949 2.87244 -2.62415 -0.123
C 0.02568 3.26554 -3.91333 -0.106
C 1.11034 4.07598 -3.72153 -0.138
H 2.05897 4.72586 -1.94374 0.141
H 0.39644 3.41116 -0.62168 0.107
H -1.26836 2.22944 -2.40921 0.055
H -0.39105 2.98969 -4.86807 0.089
H 1.74873 4.57492 -4.42995 0.107
N -1.62301 2.64780 3.14944 0.027
C -2.09842 2.86781 1.88723 -0.123
C -2.44952 1.65274 1.35961 -0.119
C -2.17443 0.66695 2.34609 -0.112
C -1.66842 1.31477 3.43857 -0.120
H -1.29557 3.36181 3.77478 0.155
H -2.15204 3.86133 1.47711 0.115
H -2.86679 1.50001 0.37666 0.061
H -2.33881 -0.39575 2.27490 0.052
H -1.34393 0.93407 4.39129 0.096
N 0.01999 -3.87095 -2.48398 0.001
C 1.11902 -3.43647 -1.78748 -0.143
C 2.20921 -4.11056 -2.26792 -0.094
C 1.75485 -4.98696 -3.29110 -0.097
C 0.40482 -4.81308 -3.40568 -0.170
H -0.92215 -3.55848 -2.33660 0.103
H 1.03024 -2.69444 -1.01207 0.101
H 3.22181 -3.99448 -1.92071 0.095
H 2.35192 -5.66844 -3.87217 0.101
H -0.31855 -5.28131 -4.05082 0.100
N 1.62359 7.55132 -4.44197 -0.003
C 2.58177 8.36143 -4.99024 -0.146
C 1.98019 9.52598 -5.37877 -0.104
C 0.60037 9.41616 -5.05282 -0.107
C 0.41182 8.18962 -4.47602 -0.140
H 1.78013 6.63375 -4.07556 0.089
H 3.60725 8.03922 -5.05234 0.106
H 2.47183 10.36425 -5.84211 0.093
H -0.16447 10.15504 -5.22185 0.091
H -0.47467 7.71697 -4.08928 0.103
N -1.70172 -0.55648 6.82919 -0.006
C -1.19570 0.15627 7.88453 -0.142
C -2.22944 0.41929 8.74324 -0.102
C -3.40173 -0.16136 8.18729 -0.105
C -3.04408 -0.75926 7.01020 -0.155
H -1.16960 -0.88662 6.04745 0.116
H -0.15095 0.41099 7.93391 0.089
H -2.15416 0.96416 9.66923 0.095
H -4.39240 -0.14713 8.60837 0.099
H -3.62464 -1.31017 6.28971 0.115
N 2.63631 1.23941 9.47092 -0.004
C 2.93711 0.05897 8.84379 -0.157
C 3.92309 -0.55858 9.56434 -0.110
C 4.22758 0.27982 10.67052 -0.108
C 3.41751 1.37938 10.58567 -0.139
H 1.95068 1.90242 9.16286 0.135
H 2.42693 -0.23943 7.94394 0.093
H 4.37614 -1.50615 9.32685 0.091
H 4.95801 0.09542 11.43971 0.092
H 3.33022 2.24467 11.21951 0.106
N 5.60725 7.01812 0.06880 0.012
C 4.53985 7.28376 0.88136 -0.146
C 3.43683 7.44502 0.08635 -0.108
C 3.85866 7.26572 -1.26027 -0.120
C 5.20334 7.00117 -1.23609 -0.136
H 6.54674 6.86227 0.38423 0.148
H 4.65725 7.33605 1.95019 0.097
H 2.44070 7.66921 0.42978 0.091
H 3.24754 7.33068 -2.14622 0.066
H 5.90210 6.80765 -2.03158 0.108
N 1.13947 -9.03036 -1.48456 0.006
C 1.69249 -10.06281 -2.19253 -0.138
C 1.44410 -9.84084 -3.51998 -0.109
C 0.71429 -8.62438 -3.61601 -0.120
C 0.54522 -8.14829 -2.34327 -0.155
H 1.16729 -8.93510 -0.48698 0.143
H 2.21261 -10.86223 -1.69411 0.107
H 1.75069 -10.47816 -4.33196 0.091
H 0.35645 -8.15484 -4.51757 0.085
H 0.05666 -7.26267 -1.97722 0.094
N 4.14980 -2.82370 -9.01017 0.003
C 5.15126 -2.08352 -9.57713 -0.142
C 4.58789 -0.95552 -10.10976 -0.113
C 3.19111 -1.01838 -9.85144 -0.113
C 2.95232 -2.18246 -9.17015 -0.140
H 4.27426 -3.70492 -8.54872 0.143
H 6.17290 -2.42106 -9.55421 0.105
H 5.11651 -0.17326 -10.62771 0.089
H 2.44783 -0.29178 -10.13489 0.085
H 2.03856 -2.60438 -8.78895 0.080
N -1.50633 -3.61688 10.11629 0.013
C -1.96754 -3.35958 8.85643 -0.131
C -2.31701 -4.55737 8.28862 -0.110
C -2.05745 -5.57503 9.24830 -0.112
C -1.55895 -4.96151 10.36559 -0.140
H -1.17812 -2.92191 10.76060 0.145
H -2.00749 -2.35631 8.47415 0.063
H -2.71934 -4.68940 7.29731 0.075
H -2.22041 -6.63325 9.13206 0.089
H -1.24039 -5.36432 11.31133 0.106
N 5.11618 10.96083 4.13363 0.004
C 4.56797 9.80719 3.64637 -0.150
C 4.03367 9.11907 4.70348 -0.118
C 4.26910 9.89062 5.87398 -0.113
C 4.93733 11.02116 5.48826 -0.138
H 5.58030 11.65722 3.58137 0.145
H 4.60213 9.57850 2.59514 0.087
H 3.52855 8.16903 4.64570 0.084
H 3.98009 9.64429 6.88157 0.089
H 5.29850 11.85879 6.05916 0.107
```

Charge = +1
HOMO-LUMO gap = 5.68 eV

***

--- 2 ---
The following is a DFT calculation (ωB97M-V/def2-TZVPD) of a 14-piece molecular cluster, C60H83N16O overall.

Geometry as XYZ:
```
160
Properties=species:S:1:pos:R:3:lowdin_charge:R:1
C 7.05676 -3.81010 1.03035 -0.137
C 6.84694 -2.58684 -0.08752 -0.249
C 6.73776 -1.09971 0.59496 -0.163
C 5.39358 -0.88132 1.53339 -0.137
O 4.34025 -0.33616 0.66402 -0.137
N 3.13985 -0.89477 0.89662 0.022
C 2.83057 -2.21976 0.56177 -0.118
N 3.12936 -2.62128 -0.86172 0.058
C 3.35318 -4.12497 -0.89062 -0.166
C 1.93042 -4.78585 -0.33598 -0.140
C 1.82537 -4.43612 1.25488 -0.196
N 2.29865 -3.07564 1.67737 0.075
H 7.55875 -3.41307 2.01306 0.086
H 6.06115 -4.41093 1.20650 0.049
H 7.82971 -4.56742 0.52853 0.092
H 7.83674 -2.61224 -0.74959 0.120
H 5.95082 -2.83878 -0.83427 0.094
H 6.63410 -0.32694 -0.29844 0.133
H 7.72454 -0.91287 1.21131 0.133
H 5.09526 -1.83486 2.14221 0.129
H 5.68983 -0.04881 2.32759 0.131
H 2.34984 -0.31805 1.30841 0.174
H 2.37569 -2.32550 -1.53420 0.150
H 3.66488 -4.54421 -1.94643 0.130
H 4.18146 -4.36289 -0.06587 0.121
H 1.95635 -5.96539 -0.43220 0.140
H 0.97407 -4.31300 -0.86440 0.113
H 2.43058 -5.25022 1.87035 0.150
H 0.67034 -4.51154 1.54383 0.136
H 3.09592 -3.13648 2.37936 0.156
N 3.54592 3.85567 1.86955 0.004
C 4.44099 4.86647 2.10552 -0.128
C 5.68926 4.30395 2.25243 -0.097
C 5.54277 2.90518 2.09360 -0.111
C 4.20961 2.65650 1.85532 -0.154
H 2.55147 3.97586 1.72724 0.145
H 4.11368 5.89656 2.15015 0.110
H 6.60649 4.84294 2.45121 0.100
H 6.32560 2.15963 2.14664 0.082
H 3.67764 1.73121 1.67863 0.071
N 2.88429 -4.80239 -4.57054 -0.009
C 3.94436 -4.17518 -5.17172 -0.140
C 4.38014 -4.97300 -6.20602 -0.098
C 3.54989 -6.11894 -6.23328 -0.123
C 2.63320 -5.98603 -5.21448 -0.137
H 2.36754 -4.44703 -3.77661 0.122
H 4.29791 -3.21819 -4.81203 0.076
H 5.20597 -4.75281 -6.87000 0.099
H 3.61340 -6.95118 -6.92236 0.104
H 1.82672 -6.63130 -4.89267 0.111
N -3.87677 -2.94390 -0.54416 0.025
C -2.80225 -2.47634 0.16672 -0.126
C -1.72872 -3.29812 -0.09484 -0.131
C -2.16982 -4.29284 -0.99995 -0.112
C -3.49916 -4.04836 -1.26268 -0.137
H -4.80311 -2.53708 -0.53998 0.145
H -2.89368 -1.60220 0.79738 0.108
H -0.73491 -3.19187 0.32036 0.053
H -1.58099 -5.10016 -1.41586 0.090
H -4.20716 -4.56518 -1.89671 0.107
N -1.46220 0.77250 4.37624 0.021
C -1.14532 -0.49880 3.97382 -0.129
C 0.08195 -0.45459 3.35089 -0.129
C 0.52345 0.88974 3.38402 -0.122
C -0.44798 1.62515 4.02545 -0.124
H -2.31111 1.03956 4.85755 0.158
H -1.81916 -1.32358 4.16327 0.113
H 0.60350 -1.29952 2.92028 0.058
H 1.45052 1.27932 2.98370 0.067
H -0.50477 2.67961 4.26050 0.094
N 3.43444 -0.22280 -3.93602 -0.007
C 2.36106 0.60168 -4.15200 -0.148
C 2.28395 0.85485 -5.50335 -0.098
C 3.34467 0.15359 -6.12492 -0.101
C 4.03724 -0.50559 -5.13408 -0.172
H 3.73426 -0.56913 -3.03391 0.124
H 1.74662 0.93801 -3.32765 0.100
H 1.54299 1.47640 -5.98914 0.097
H 3.57780 0.13128 -7.18163 0.103
H 4.90587 -1.14890 -5.17874 0.101
N -6.45196 -5.95314 -0.57902 -0.008
C -7.60152 -6.35216 -1.20976 -0.146
C -8.09085 -7.45460 -0.54540 -0.108
C -7.20850 -7.72645 0.52735 -0.111
C -6.20724 -6.78221 0.48468 -0.141
H -5.87502 -5.16906 -0.85470 0.095
H -7.97108 -5.81986 -2.07596 0.106
H -8.98719 -8.00298 -0.80460 0.095
H -7.29460 -8.52464 1.25327 0.093
H -5.34315 -6.63052 1.11770 0.104
N 0.46136 5.13323 5.42964 -0.012
C -0.57440 5.77410 6.05814 -0.144
C -0.26428 5.87344 7.39611 -0.105
C 1.00590 5.27672 7.57997 -0.109
C 1.43200 4.83075 6.34892 -0.160
H 0.50336 4.91801 4.44194 0.138
H -1.44183 6.10228 5.50129 0.090
H -0.88521 6.32778 8.15726 0.097
H 1.55136 5.18303 8.51012 0.102
H 2.33981 4.32424 6.04942 0.116
N -4.09331 7.97467 4.96497 -0.008
C -3.28853 8.22836 3.88493 -0.157
C -3.57825 9.49400 3.42620 -0.113
C -4.58922 10.02453 4.26269 -0.111
C -4.88623 9.06642 5.20595 -0.140
H -4.10036 7.11655 5.50090 0.141
H -2.58161 7.48797 3.53522 0.094
H -3.11101 9.98285 2.58119 0.093
H -5.05043 11.00066 4.18572 0.094
H -5.59298 9.06757 6.02502 0.107
N -9.15508 -0.50554 -0.75281 0.010
C -8.82017 -0.43540 0.57439 -0.146
C -8.15009 -1.59180 0.90596 -0.112
C -8.07300 -2.38467 -0.26393 -0.123
C -8.69890 -1.68848 -1.27364 -0.137
H -9.65910 0.20481 -1.26759 0.153
H -9.08801 0.42833 1.16805 0.098
H -7.75801 -1.83723 1.88441 0.093
H -7.61012 -3.35835 -0.35973 0.068
H -8.85945 -1.93353 -2.31505 0.108
N 6.72855 2.98514 -6.70312 0.003
C 7.27286 2.96421 -7.96082 -0.139
C 7.37489 1.64985 -8.35863 -0.113
C 6.86883 0.85025 -7.30612 -0.124
C 6.47402 1.70076 -6.29780 -0.154
H 6.54286 3.81800 -6.15951 0.149
H 7.54173 3.88381 -8.46307 0.107
H 7.76992 1.30434 -9.30515 0.092
H 6.79922 -0.22967 -7.28614 0.087
H 6.03615 1.50240 -5.32863 0.096
N 0.69205 -4.59175 -9.65804 0.000
C -0.45751 -4.99076 -10.28878 -0.143
C -0.94684 -6.09320 -9.62442 -0.117
C -0.06449 -6.36506 -8.55167 -0.117
C 0.93678 -5.42082 -8.59435 -0.140
H 1.26899 -3.80767 -9.93373 0.149
H -0.82706 -4.45847 -11.15498 0.106
H -1.84318 -6.64159 -9.88362 0.091
H -0.15058 -7.16325 -7.82575 0.087
H 1.80086 -5.26912 -7.96133 0.080
N 2.08182 9.19996 6.17757 0.012
C 2.39870 7.92867 5.77516 -0.132
C 3.62597 7.97288 5.15222 -0.115
C 4.06746 9.31721 5.18535 -0.118
C 3.09604 10.05261 5.82678 -0.141
H 1.23291 9.46702 6.65888 0.150
H 1.72486 7.10388 5.96460 0.060
H 4.14752 7.12795 4.72162 0.078
H 4.99453 9.70678 4.78503 0.090
H 3.03924 11.10708 6.06183 0.107
N -12.50726 0.63258 3.67480 0.001
C -11.19581 0.56831 3.28173 -0.150
C -10.48799 1.50081 4.00673 -0.122
C -11.40378 2.14610 4.87171 -0.117
C -12.64263 1.58837 4.64785 -0.139
H -13.25757 0.06320 3.30537 0.150
H -10.87966 -0.13248 2.52070 0.086
H -9.42650 1.69448 3.92264 0.087
H -11.18318 2.93247 5.58194 0.091
H -13.60658 1.79020 5.09556 0.108
```

Charge = +1
HOMO-LUMO gap = 4.33 eV

***

Least stable = 2

***

--- 1 ---
The following is a DFT calculation (ωB97M-V/def2-TZVPD) of an isolated ion of composition C4H3O3 and charge -1.

Geometry as XYZ:
```
10
Properties=species:S:1:pos:R:3:nbo_charge:R:1
C 1.67356 0.88258 0.76096 0.235
C -0.59878 -0.06635 -0.14571 -0.045
C 0.45083 -0.11432 -1.05086 0.534
C 0.12093 0.38870 1.16026 -0.596
O 1.62143 0.59904 -0.53889 -0.513
O 0.52828 -0.55513 -2.21627 -0.777
O -1.63788 -0.92761 -0.21100 -0.716
H 0.03762 -0.34846 1.91212 0.197
H -0.48657 1.17679 1.59748 0.199
H -1.70940 -1.03524 -1.26809 0.483
```

Charge = -1
HOMO-LUMO gap = 6.31 eV

***

--- 2 ---
The following is a DFT calculation (ωB97M-V/def2-TZVPD) of an isolated ion of composition C4H3O3 and charge -1.

Geometry as XYZ:
```
10
Properties=species:S:1:pos:R:3:nbo_charge:R:1
C -0.38977 0.19222 0.77481 0.099
C -0.83345 -0.57952 -0.23216 0.001
C 1.08300 0.56966 0.31545 0.731
C -0.84258 -1.17615 -1.35827 -0.472
O 1.39889 1.66189 0.90348 -0.803
O 1.70643 -0.07839 -0.52034 -0.722
O -0.55187 0.89721 2.13844 -0.704
H -1.16058 -0.81252 -2.33014 0.188
H -0.51063 -2.18351 -1.62353 0.192
H 0.10056 1.50910 1.93226 0.491
```

SMILES = C=C=C(O)C(=O)[O-]
Charge = -1
HOMO-LUMO gap = 8.71 eV

***

Least stable = 1